[1]
DFT (the ωB97M-V functional and the def2-TZVPD basis) results for a 3-piece molecular cluster, C15H41BBrN2O8P2 overall.

Properties
HOMO energy (eV): -4.04
F_max (eV/A): 0.425
Gap between HOMO and LUMO (hartree): 0.2243
Electronic energy (eV): -124877.7777
Total charge: -1
2S+1: 1
Molecular weight (g/mol): 530.2

CARTESIAN COORDINATES (ANGSTROEM)
C  8.06  3.47  1.17
C  7.80  4.70  0.31
O  9.08  5.24  -0.13
C  6.95  4.41  -0.92
B  5.68  3.38  -0.78
P  4.52  3.63  0.78
O  4.72  5.28  1.09
O  3.05  3.64  0.01
P  6.33  1.53  -0.96
O  5.95  0.77  0.48
Br  4.70  0.59  -2.26
H  8.48  2.67  0.55
H  7.15  3.10  1.65
H  8.79  3.70  1.96
H  7.33  5.48  0.92
H  9.76  4.88  0.44
H  7.64  4.04  -1.69
H  6.56  5.36  -1.30
H  4.95  3.54  -1.76
H  4.43  5.82  0.35
H  3.18  3.86  -0.92
H  6.75  0.37  0.82
C  1.29  2.05  -3.14
O  1.21  0.69  -2.76
C  1.17  0.48  -1.35
C  -0.18  -0.07  -0.94
N  -1.24  0.91  -1.09
C  -2.59  0.38  -0.92
C  -3.08  -0.67  -1.91
O  -3.27  -0.19  -3.23
C  -2.11  -0.19  -4.04
H  1.49  2.08  -4.21
H  0.36  2.59  -2.93
H  2.11  2.55  -2.62
H  1.40  1.40  -0.81
H  1.94  -0.25  -1.10
H  -0.13  -0.38  0.11
H  -0.35  -0.98  -1.54
H  -1.16  1.33  -2.01
H  -3.28  1.23  -0.97
H  -2.67  -0.04  0.09
H  -4.07  -0.99  -1.57
H  -2.44  -1.56  -1.92
H  -1.44  -1.01  -3.79
H  -1.55  0.75  -3.98
H  -2.43  -0.31  -5.08
C  -4.24  -6.49  1.83
O  -5.42  -5.90  2.32
C  -5.31  -5.34  3.63
C  -5.41  -3.83  3.59
N  -4.25  -3.24  2.95
C  -4.35  -1.81  2.70
C  -5.43  -1.32  1.74
O  -5.23  -1.71  0.40
C  -5.72  -2.98  0.04
H  -4.50  -6.99  0.90
H  -3.46  -5.75  1.62
H  -3.84  -7.22  2.53
H  -4.37  -5.65  4.09
H  -6.13  -5.74  4.23
H  -5.48  -3.46  4.62
H  -6.36  -3.58  3.08
H  -4.08  -3.72  2.07
H  -3.38  -1.48  2.31
H  -4.49  -1.30  3.66
H  -5.39  -0.23  1.74
H  -6.44  -1.60  2.07
H  -6.62  -3.24  0.61
H  -4.97  -3.77  0.18
H  -5.98  -2.95  -1.02

=====

[2]
DFT (the ωB97M-V functional and the def2-TZVPD basis) results for an isolated molecule of C6H14INOS.

Properties
HOMO energy (spin up / spin down) (eV): -6.78 / -9.30
F_max (eV/A): 6.064
Gap between HOMO and LUMO (spin up / spin down) (hartree): 0.2749 / 0.2627
Electronic energy (eV): -28916.1685
2S+1: 3
Molecular weight (g/mol): 275.2

CARTESIAN COORDINATES (ANGSTROEM)
C  1.76  -2.73  -0.41
C  -1.71  -0.50  1.25
C  -2.27  1.84  0.74
C  1.15  0.04  -1.89
C  -0.03  0.85  0.13
C  -1.59  0.56  0.23
N  0.63  -0.26  -0.53
O  1.70  -1.09  1.66
S  1.95  -0.99  0.23
I  3.95  0.42  -0.04
H  1.42  -2.60  -1.40
H  2.79  -3.20  -0.32
H  -1.04  -1.42  1.16
H  -1.32  -0.18  2.15
H  -2.69  -0.76  1.28
H  -1.76  2.17  1.74
H  -3.24  1.52  0.79
H  -2.12  2.73  -0.03
H  1.40  1.04  -2.02
H  1.89  -0.53  -2.30
H  0.22  -0.02  -2.52
H  0.32  1.85  -0.24
H  0.45  0.92  1.06
H  -1.88  0.34  -0.71

=====

[3]
DFT (the ωB97M-V functional and the def2-TZVPD basis) results for a 2-piece molecular cluster, C4H12 overall.

Properties
HOMO energy (spin up / spin down) (eV): 1.56 / -7.80
F_max (eV/A): 1.513
Relative energy (zero: lowest compared OMol25 entry of this formula, charge and spin) (eV): 0.325
Gap between HOMO and LUMO (spin up / spin down) (hartree): 0.0990 / 0.4454
Electronic energy (eV): -4340.7110
Total charge: -1
2S+1: 2
Molecular weight (g/mol): 60.1

CARTESIAN COORDINATES (ANGSTROEM)
C  -0.05  -1.10  -2.17
C  0.23  -2.08  -1.01
H  0.89  -0.66  -2.48
H  -0.51  -1.55  -3.04
H  -0.64  -0.24  -1.85
H  1.25  -2.01  -0.65
H  0.00  -3.11  -1.29
H  -0.52  -1.85  -0.25
C  0.51  1.40  1.14
C  -0.66  1.70  2.06
H  1.38  0.99  1.66
H  0.33  0.76  0.28
H  0.86  2.36  0.76
H  -1.34  0.86  2.25
H  -1.32  2.42  1.56
H  -0.42  2.12  3.03